No. 1
A cluster of 2 separate species, C4H7ClN3 in total at a distorted geometry, computed with wB97M-V/def2-TZVPD.

Output
Spin multiplicity: 1
ΔE to the lowest compared entry with this formula, charge and spin, kJ/mol: 264.1
Orbital gap, eV: 8.158
Charge: +1
E_LUMO, eV: -6.51
Electronic energy, eV: -21244.1343

Last column: Löwdin charge in e.
CARTESIAN COORDINATES (ANGSTROEM)
C1 -0.2783 -1.2034 0.5068  0.062
C2 0.4487 -1.1152 -0.6380  -0.156
C3 -0.7992 1.1884 -0.0064  -0.302
C4 -0.6727 0.1115 1.0878  -0.068
N1 -1.7450 1.9721 -0.1853  0.251
N2 0.4062 1.1146 -0.8540  0.115
N3 0.9410 0.0116 -1.1351  0.059
Cl1 3.1521 0.0003 0.5258  0.383
H1 -0.3183 -2.1694 1.0293  0.153
H2 0.8853 -1.9104 -1.1152  0.102
H3 -1.7282 -0.0002 1.5480  0.178
H4 0.0349 0.2904 1.8438  0.118
H5 -2.1134 2.4765 -0.9528  0.089
H6 0.6307 1.9425 -1.3800  0.180
H7 4.1733 0.0496 -0.2968  -0.162

No. 2
A structure of composition C4H7ClO at a distorted geometry, computed with wB97M-V/def2-TZVPD.

Output
Spin multiplicity: 1
ΔE to the lowest compared entry with this formula, charge and spin, kJ/mol: 309.0
Orbital gap, eV: 10.634
E_LUMO, eV: 0.95
Electronic energy, eV: -18828.3257

Last column: Löwdin charge in e.
CARTESIAN COORDINATES (ANGSTROEM)
C1 0.7935 0.2414 0.6188  -0.717
C2 -0.0927 -1.0657 0.6407  -0.187
C3 -0.8395 -0.8954 -0.7272  -0.114
C4 -0.0950 1.3438 -0.0279  -0.299
H1 1.2645 0.8319 1.3855  0.096
H2 -0.7713 -0.9891 1.4956  0.117
H3 0.6482 -1.8094 0.6795  0.067
H4 0.1092 -0.9731 -1.6737  0.143
H5 -1.8799 -1.3778 -1.1728  0.160
H6 0.5259 2.0369 -0.8059  0.144
H7 -0.4572 2.0877 0.5960  0.081
O1 -1.2056 0.6287 -0.5049  -0.207
Cl1 1.9999 -0.0600 -0.5039  0.718

- Which of these has the lowest ΔE to the lowest compared entry with this formula, charge and spin?
  C4H7ClN3

- Which formula does entry 1 have?
  C4H7ClN3